40
Properties=species:S:1:pos:R:3:nbo_charge:R:1 method="wB97M-V/def2-TZVPD" relative_energy_kj_mol=270.9 energy_ev=-23991.4059 gap_ev=9.29
C -2.62933 -2.52697 -0.82826 -0.413
N -1.82507 -1.90904 0.20410 -0.409
C -0.58726 -1.36539 -0.33174 -0.314
C 0.41745 -1.03175 0.77148 0.681
O 1.22243 -1.83565 1.18691 -0.615
N 0.31763 0.22920 1.25059 -0.639
H -0.32652 0.87246 0.81502 0.410
C 1.29481 0.78614 2.15335 -0.219
H 0.78399 1.30729 2.96934 0.195
H 1.86020 -0.05688 2.55665 0.236
C 2.24296 1.75028 1.41958 -0.427
C 2.90759 1.02728 0.28295 -0.027
C 4.03330 0.24632 0.50774 -0.156
C 4.60001 -0.48366 -0.52030 -0.213
C 4.04463 -0.44597 -1.78786 -0.221
C 2.92364 0.33010 -2.02248 -0.198
C 2.35954 1.06113 -0.99213 -0.229
H 1.48427 1.66780 -1.18314 0.203
H 2.48430 0.36353 -3.00931 0.209
H 4.48302 -1.02124 -2.58995 0.212
H 5.47367 -1.08973 -0.33120 0.212
H 4.46390 0.20660 1.49789 0.201
H 1.67075 2.60179 1.04363 0.202
H 2.98546 2.11752 2.12940 0.219
H -0.12780 -2.14520 -0.94291 0.230
H -0.75338 -0.47823 -0.96880 0.169
C -2.58284 -0.97044 1.02032 -0.278
C -3.10014 0.22707 0.28100 0.258
C -4.26504 0.43177 -0.39870 -0.303
C -4.18488 1.73198 -0.95752 -0.307
C -2.97577 2.22377 -0.58489 0.080
O -2.30832 1.32250 0.16232 -0.435
H -2.48855 3.15975 -0.77378 0.204
H -4.92599 2.22489 -1.55231 0.231
H -5.08375 -0.25306 -0.48354 0.230
H -3.43219 -1.51718 1.43741 0.220
H -1.94075 -0.64750 1.84267 0.229
H -3.52165 -2.95226 -0.37199 0.198
H -2.05624 -3.33325 -1.28321 0.206
H -2.93810 -1.82579 -1.61831 0.169


71
Properties=species:S:1:pos:R:3:lowdin_spin:R:1 method="wB97M-V/def2-TZVPD" relative_energy_kj_mol=293.2 charge=+1 energy_ev=-72538.3669 gap_ev="6.12 / 5.40" s2=2.416 spin_multiplicity=3
O -3.55370 -3.07104 -0.89355 0.001
H -3.24392 -3.86073 -1.41805 0.000
V -0.39600 -1.77821 -0.28335 1.044
N 0.80628 -1.70997 1.50801 0.175
N -1.58636 -1.24956 1.23201 0.062
N 1.34322 -1.34608 -1.23152 -0.177
N -1.02080 -1.20350 -2.15091 0.106
O 2.10833 -1.66413 1.64571 0.297
O 2.62304 -1.24640 -0.74534 -0.061
O -2.22321 -0.98768 -2.64671 0.283
O -2.71816 -0.66376 1.01291 0.499
C -1.25722 -1.60075 2.49489 0.036
C 0.12955 -1.82147 2.65564 -0.051
C 1.26289 -1.31093 -2.59904 0.022
C -0.03992 -1.14223 -3.08873 -0.130
C 0.78389 -2.01119 3.98020 -0.013
H 1.45115 -1.16932 4.21379 -0.003
H 1.38061 -2.93739 3.92798 -0.004
H 0.03841 -2.06874 4.79371 0.000
C -2.25610 -1.59452 3.59962 0.002
H -3.28478 -1.41706 3.26282 0.000
H -2.04933 -0.83894 4.36920 0.002
H -2.21757 -2.55783 4.13454 0.000
C 2.41756 -1.20828 -3.52637 0.006
C -0.44329 -0.92955 -4.51411 -0.022
H 3.27658 -1.60083 -3.00280 0.000
H 2.59273 -0.15931 -3.80931 0.002
H 2.19977 -1.78781 -4.43781 0.001
H -1.51890 -0.96075 -4.68858 -0.001
H 0.01258 -1.71534 -5.11693 -0.006
H -0.07830 0.03509 -4.88309 -0.007
H 2.51308 -1.41514 0.27838 -0.002
H -2.88273 -2.42604 -1.35910 0.000
C -0.23825 -3.57802 -0.57005 -0.036
H 0.13714 -3.54541 0.53275 -0.002
H 0.36482 -3.82392 -1.47848 0.001
H -1.17699 -4.18020 -0.53486 0.000
O 3.10334 -4.14295 2.59542 0.006
H 2.81893 -4.91735 2.02961 0.000
H 3.00105 -3.28006 2.08769 0.001
C 1.99786 1.67545 1.70357 0.001
C 0.46003 1.73620 1.66500 -0.002
C -0.04289 2.97815 2.40559 -0.001
P -0.23288 1.42043 -0.04055 -0.027
C -1.99670 2.10131 -0.11847 0.002
C -2.26529 3.58898 0.08692 0.000
C -2.62352 1.65281 -1.43640 0.002
C 0.69706 2.58491 -1.18459 -0.005
C 0.87100 4.04110 -0.75497 -0.002
C 2.05374 1.99660 -1.57402 0.001
H 2.45712 2.53976 1.19872 0.000
H 2.38114 0.74569 1.25816 0.000
H 2.32616 1.69184 2.75866 0.000
H 0.09152 0.84667 2.21372 0.000
H 0.23470 3.90490 1.87780 0.000
H -1.13115 2.94808 2.53622 0.000
H 0.42112 3.00501 3.40825 0.000
H -2.47990 1.53802 0.69528 0.002
H -2.01360 4.15752 -0.81769 0.000
H -3.34888 3.69754 0.25612 0.000
H -1.75340 4.02198 0.95031 0.000
H -2.81062 0.57182 -1.43542 0.000
H -3.58352 2.16548 -1.58662 0.000
H -1.97871 1.88247 -2.29627 0.000
H 0.06447 2.56615 -2.08822 0.000
H 1.53266 4.14035 0.11502 0.000
H 1.33797 4.58382 -1.59243 0.000
H -0.07223 4.54370 -0.52657 0.000
H 1.99898 0.92568 -1.79732 0.001
H 2.42412 2.50949 -2.47212 0.000
H 2.80423 2.12540 -0.78389 0.000


101
Properties=species:S:1:pos:R:3:lowdin_charge:R:1 method="wB97M-V/def2-TZVPD" relative_energy_kj_mol=626.4 charge=-2 energy_ev=-73123.8340 gap_ev=4.79
S -5.49096 -3.11358 -14.33828 -0.031
O -6.09966 -1.87253 -14.50410 -0.444
O -4.58595 -3.26195 -15.45944 -0.483
O -4.69469 -3.21056 -13.09089 -0.519
O -6.46358 -4.20071 -14.28470 -0.493
C -6.71814 -7.80839 -18.62760 -0.009
C -7.62256 -8.86455 -18.18774 -0.603
O -8.31195 -9.29764 -19.07084 0.040
N -7.82075 -9.08093 -16.85567 0.014
C -8.57938 -10.16404 -16.32871 -0.100
H -6.53842 -7.06206 -17.85378 0.095
H -7.16922 -7.35008 -19.50770 0.090
H -5.83696 -8.36673 -18.94365 0.091
H -7.15684 -8.64213 -16.23375 0.142
H -8.86209 -10.92857 -17.05237 0.084
H -9.50114 -9.69984 -15.97805 0.077
H -8.24932 -10.63409 -15.40231 0.078
C -8.84684 1.84251 -16.99134 -0.001
C -10.07136 1.56744 -16.17532 -0.593
O -11.14427 1.88615 -16.64552 0.022
N -9.98248 0.87821 -15.04682 -0.003
C -11.08299 0.43456 -14.29291 -0.087
H -7.93918 1.34049 -16.65636 0.083
H -8.70629 2.87115 -17.32337 0.080
H -9.12762 1.48534 -17.98215 0.081
H -9.10965 0.37889 -14.95230 0.147
H -11.64985 1.31449 -13.98879 0.088
H -10.78071 0.03228 -13.32601 0.087
H -11.60768 -0.32455 -14.87305 0.093
C -2.63365 -0.42319 -9.43806 -0.007
C -2.47481 -1.44359 -8.38156 -0.604
O -1.77354 -1.22647 -7.42930 0.036
N -3.08219 -2.62964 -8.55884 -0.010
C -3.02247 -3.76566 -7.67911 -0.063
H -3.16885 -0.68552 -10.35066 0.083
H -1.66250 -0.01687 -9.72069 0.086
H -3.10910 0.49840 -9.10231 0.082
H -3.59241 -2.62452 -9.43048 0.134
H -3.67128 -3.40637 -6.88033 0.084
H -2.00677 -3.95481 -7.33173 0.086
H -3.51060 -4.53911 -8.27208 0.088
C -1.06136 -6.23307 -12.42841 -0.006
C -1.85943 -7.40836 -11.90655 -0.536
O -1.21822 -8.35423 -11.39105 -0.028
N -3.20019 -7.27500 -12.01948 0.013
C -4.29692 -8.13354 -11.61047 -0.073
H -0.98970 -5.63389 -11.52069 0.084
H -1.74043 -5.78837 -13.15588 0.084
H -0.06162 -6.34980 -12.84675 0.080
H -3.56620 -6.33521 -12.07374 0.140
H -3.97669 -9.06288 -11.13942 0.076
H -4.84846 -8.36750 -12.52107 0.077
H -5.00690 -7.66130 -10.93150 0.079
C -7.03080 -2.17751 -20.07699 -0.004
C -5.93877 -1.37942 -20.60537 -0.616
O -6.12744 -0.80743 -21.65589 0.030
N -4.88101 -1.10295 -19.85940 0.028
C -3.70503 -0.65101 -20.48374 -0.110
H -7.90461 -1.63713 -19.71290 0.092
H -6.67082 -2.75488 -19.22544 0.086
H -7.35262 -2.92612 -20.80095 0.088
H -4.73665 -1.64770 -19.02126 0.152
H -3.45201 0.36104 -20.16777 0.084
H -3.60471 -0.87528 -21.54569 0.088
H -2.79778 -1.20783 -20.24932 0.079
C -0.14765 -0.30809 -15.10035 -0.011
C -0.60646 1.14370 -15.25402 -0.598
O 0.29113 2.02892 -15.19931 -0.029
N -1.83044 1.22644 -15.53875 0.046
C -2.71136 2.46557 -15.58710 -0.019
H 0.90912 -0.38697 -14.84520 0.072
H -0.14686 -0.82907 -16.05777 0.076
H -0.77062 -0.91729 -14.44543 0.084
H -2.44070 0.42230 -15.50663 0.153
H -2.79263 2.87955 -16.59214 0.070
H -2.24749 3.26943 -15.01549 0.073
H -3.72162 2.31226 -15.20768 0.081
C -7.02345 1.58343 -10.72947 -0.003
C -7.40269 0.64920 -9.62071 -0.590
O -7.76078 1.14003 -8.55142 -0.003
N -7.47502 -0.65492 -9.84198 0.030
C -7.92661 -1.73650 -8.92528 -0.049
H -7.93824 2.14549 -10.91749 0.085
H -6.71802 1.00900 -11.60402 0.076
H -6.17133 2.24248 -10.56320 0.080
H -7.08497 -0.99832 -10.70802 0.138
H -7.51942 -2.63544 -9.38810 0.081
H -9.00510 -1.88718 -8.87786 0.074
H -7.55529 -1.65787 -7.90350 0.076
C -11.40541 -6.76210 -11.84442 -0.011
C -11.88115 -6.17204 -13.18272 -0.538
O -13.07262 -5.78115 -13.24685 -0.021
N -10.97712 -5.90415 -14.11143 0.011
C -11.26526 -5.14316 -15.31457 -0.057
H -11.49395 -7.82320 -12.07749 0.071
H -12.06603 -6.63685 -10.98652 0.073
H -10.38037 -6.60073 -11.51074 0.074
H -10.01879 -5.78246 -13.81665 0.146
H -10.83966 -4.14481 -15.21330 0.093
H -12.34293 -5.02513 -15.42771 0.076
H -10.91763 -5.67363 -16.20106 0.080